11
Properties=species:S:1:pos:R:3:forces:R:3 method="wB97M-V/def2-TZVPD" lumo_energy_ha=0.0160 molar_mass_g_mol=87.08 charge=0 total_energy_ev=-8773.684 relative_energy_kj_mol=386.9
N 0.21442 -2.81743 0.87216 0.2775 1.0145 -0.3402
C 0.47769 -1.72407 0.53463 -0.1845 -1.2786 0.3737
O 0.58885 0.88453 2.02379 -0.0431 0.3611 -0.1771
C 0.39545 1.56932 1.05866 0.0449 -0.0398 0.2057
C -0.56876 0.51335 -1.69424 -0.1021 -0.2471 -0.1393
O -0.78410 -0.64984 -1.89699 -0.0103 0.4185 -0.0865
H 0.01201 -3.76200 1.12558 -0.0066 0.1082 -0.0112
H 1.18972 1.78955 0.31629 -0.0243 -0.0767 0.1543
H -0.59377 2.02687 0.85118 0.0772 -0.0600 0.0874
H -1.35443 1.19822 -1.31931 0.0030 -0.0880 -0.0393
H 0.42293 0.97151 -1.87177 -0.0318 -0.1119 -0.0275

11
Properties=species:S:1:pos:R:3:forces:R:3 method="wB97M-V/def2-TZVPD" lumo_energy_ha=0.0315 molar_mass_g_mol=87.08 charge=0 smiles="C=C=O.NC=O" total_energy_ev=-8776.048 relative_energy_kj_mol=158.9
C -1.58243 0.21439 -0.26536 -0.3965 -0.3123 0.0967
C -1.15419 -1.02739 -0.49510 -0.3642 -0.6364 -0.7099
O -0.95905 -2.07166 -0.97115 -0.1515 0.7961 0.3229
H -1.45636 0.68866 0.69798 0.0139 -0.1335 -0.2052
H -2.33128 0.55204 -0.96636 -0.1353 0.0616 0.0495
N 1.17343 0.83934 -0.08519 0.0614 -0.0526 0.0553
C 1.34543 -0.23662 0.70163 -0.0442 -0.1722 0.2090
O 0.47642 -1.06551 0.95283 0.3875 0.3074 0.1958
H 0.23629 0.96732 -0.48796 0.5435 0.0361 0.0934
H 1.91058 1.50735 -0.22918 0.0008 -0.1334 0.0270
H 2.34118 -0.36793 1.14787 0.0846 0.2391 -0.1346

11
Properties=species:S:1:pos:R:3:forces:R:3 method="wB97M-V/def2-TZVPD" lumo_energy_ha=0.0230 molar_mass_g_mol=87.08 charge=0 smiles="C#N.C=O.C=O" total_energy_ev=-8774.625 relative_energy_kj_mol=296.2
C 2.09878 0.22702 -0.73220 0.1728 0.5870 0.7995
N 2.28643 0.90734 0.18112 -0.1448 -0.6517 -0.9126
H 1.86711 -0.42320 -1.55316 0.0468 0.0853 0.1082
C -0.70608 -1.55025 -0.14912 0.0875 -0.0127 -0.3120
O -0.24135 -1.36340 -1.25003 -0.2517 -0.1350 0.4651
H -0.07907 -1.54719 0.76231 -0.0130 -0.0133 -0.1442
H -1.78512 -1.71974 0.00735 0.1044 -0.0127 -0.0576
C -0.85666 1.37917 0.68295 -0.1642 -0.1167 0.2019
O -1.62211 0.71371 1.33926 0.3238 0.2748 -0.3156
H 0.06835 1.80491 1.10647 -0.1443 0.0242 0.0487
H -1.03029 1.57163 -0.39495 -0.0173 -0.0294 0.1186

11
Properties=species:S:1:pos:R:3:forces:R:3 method="wB97M-V/def2-TZVPD" lumo_energy_ha=0.0202 molar_mass_g_mol=87.08 charge=0 smiles="N/C(O)=C/C=O" total_energy_ev=-8776.520 relative_energy_kj_mol=113.3
N -1.82594 -0.40502 0.23741 -0.0539 -0.0574 -0.0269
C -0.58760 0.14651 0.20777 -0.0377 -0.1222 -0.0904
O -0.64017 1.48626 0.08496 0.1228 -0.0207 -0.0093
C 0.58537 -0.55076 0.28521 -0.0281 -0.0263 -0.0635
C 1.76075 -0.06570 -0.39577 0.1613 -0.0628 0.0460
O 2.83030 -0.64352 -0.46535 -0.2244 0.1592 0.0537
H -1.91578 -1.33210 -0.14785 0.0014 0.1107 0.1452
H -2.61017 0.21307 0.09109 0.1279 -0.0327 0.1179
H 0.20567 1.83314 0.40096 -0.1269 0.0865 -0.1435
H 0.58769 -1.56223 0.67237 -0.0598 0.0118 -0.1829
H 1.60986 0.88035 -0.97080 0.1173 -0.0462 0.1538